No. 1
105
Properties=species:S:1:pos:R:3:forces:R:3:mulliken_charge:R:1 method="wB97M-V/def2-TZVPD" s_squared=15.818 spin_multiplicity=8 largest_force_ha_per_bohr=0.10113 total_charge=-2 e_lumo_ha="0.1514 / 0.0725" total_energy_ev=-102179.4502
Eu -0.41813 0.92540 0.57677 0.0 -0.2 -0.4 0.35
C -4.57747 -0.41993 -1.44699 -2.7 -0.8 1.7 -0.30
C -5.55382 -0.70554 -0.44199 1.6 0.2 -3.7 -1.01
C -5.14633 -0.61739 0.88309 0.3 1.1 2.3 -0.88
C -3.93539 0.10750 1.22039 0.2 -0.4 1.2 0.26
N -3.10686 0.50071 0.24164 2.3 0.2 0.6 0.96
C -3.38978 0.19651 -1.05074 1.8 0.5 -1.1 -0.90
N -3.67366 0.27395 2.52284 -3.9 -1.6 -3.0 -0.34
C -2.57175 0.45508 3.16563 4.3 0.6 2.1 -0.14
N -1.37240 1.05257 2.74620 -2.0 0.0 -0.1 0.20
C -0.66470 1.38151 3.84699 0.5 -0.2 2.3 -0.22
N 0.31578 2.25512 3.99190 0.5 0.0 0.6 -0.56
C 0.93555 3.03853 3.10009 -0.1 0.1 -0.1 0.31
C 1.83542 4.04168 3.58723 0.0 -0.5 -1.3 -1.07
C 2.53975 4.77363 2.66063 0.7 1.1 1.0 0.04
C 2.37329 4.62589 1.30272 -0.8 -0.9 -1.6 -1.25
C 1.44131 3.64955 0.87539 1.8 1.4 0.1 0.28
N 0.76261 2.90568 1.74801 -0.5 -0.9 -0.7 0.38
C -1.28561 0.74019 5.07950 0.5 0.4 -2.2 0.43
C -0.95716 0.61108 6.41299 -1.0 -0.9 0.9 -0.20
C -1.90956 0.01680 7.27743 1.9 0.7 0.5 -0.41
C -3.16021 -0.35655 6.83275 -0.7 -0.8 -1.2 -0.69
C -3.38341 -0.40456 5.45648 -1.3 -0.2 0.5 -0.20
C -2.46695 0.14023 4.59352 0.5 1.2 -1.2 -0.42
H -4.78674 -0.66730 -2.48441 0.1 0.3 0.1 0.43
H -6.51504 -1.05175 -0.71923 -0.7 -0.5 -0.2 0.42
H -5.77343 -0.84867 1.72791 -0.1 -0.2 0.0 0.45
H -2.62776 0.58889 -1.78070 -1.1 -0.6 0.9 0.03
H 2.06303 4.12398 4.62774 -0.2 0.0 0.5 0.47
H 3.26837 5.53760 2.98974 -0.4 -0.5 0.1 0.31
H 2.98954 5.17194 0.56287 -0.6 -0.3 0.6 0.37
H 1.40113 3.47835 -0.21628 -0.6 -0.2 0.8 0.19
H -0.00459 0.84073 6.83692 0.5 0.4 -0.1 0.47
H -1.55750 -0.21966 8.29809 -0.5 0.4 -0.4 0.32
H -3.96582 -0.67907 7.48540 0.3 -0.2 0.2 0.36
H -4.29227 -0.83476 5.03060 0.1 0.3 0.3 0.44
C 0.67598 -0.91334 -3.71286 1.6 -0.8 1.5 -0.58
C -0.71200 -0.35392 -3.75719 -0.6 -0.6 0.8 -0.22
Sb -0.57786 1.75503 -3.47871 -1.5 2.3 -0.2 0.17
C 1.46422 2.58438 -3.43855 0.4 0.1 0.2 0.66
C 2.23611 2.22936 -4.68074 0.3 0.4 -0.9 -1.26
C -2.85066 2.29591 -4.06309 0.1 -0.9 0.2 -0.09
C -3.15883 1.86056 -5.47598 0.5 0.1 -1.6 -0.88
H 0.99231 -1.09869 -2.64525 -0.2 -0.2 -1.1 0.07
H 1.41955 -0.22156 -4.06837 0.2 0.5 -0.1 -0.23
H 0.90190 -1.78539 -4.34083 -0.6 -0.2 0.4 0.49
H -1.34887 -0.64762 -2.87979 0.5 -0.4 -1.0 -0.08
H -1.15437 -0.68050 -4.71596 -0.4 0.8 0.6 0.44
H 1.85156 2.11355 -2.55067 0.4 0.0 0.3 -0.63
H 1.38971 3.67880 -3.29526 -0.2 -0.6 0.1 0.40
H 2.13058 1.16803 -4.90191 0.4 0.0 0.0 0.25
H 3.32398 2.47252 -4.58069 -0.8 -0.2 -0.2 0.30
H 1.81859 2.72351 -5.59402 0.4 -0.1 0.7 0.34
H -3.02551 3.31947 -3.80978 0.0 0.6 -0.1 0.41
H -3.32575 1.66792 -3.31980 -0.4 -0.1 0.1 -0.09
H -2.75100 2.58366 -6.27896 -0.5 -1.0 1.2 0.23
H -4.21746 1.64795 -5.75165 0.3 0.6 0.5 0.33
H -2.70750 0.87058 -5.67759 0.2 0.4 0.0 0.16
S 0.29325 -6.80540 1.33111 0.1 0.8 0.3 -0.37
C 0.13317 -5.08734 1.08673 -0.7 -0.6 0.2 0.18
C -0.79915 -4.56030 0.17144 0.0 2.2 0.3 -0.77
C -1.00315 -3.16201 0.14662 -0.9 -1.7 -0.8 -0.59
N -0.37214 -2.27178 0.94309 0.0 0.8 -0.8 0.29
C 0.58316 -2.83804 1.71976 0.9 1.6 0.7 -0.45
C 0.81902 -4.14665 1.90606 0.3 -0.8 0.1 -0.72
C 2.04236 -6.90283 1.20169 -1.3 0.6 -1.4 0.47
C 2.66799 -7.88432 1.90939 -0.9 -0.8 1.5 -0.38
C 4.00311 -8.05223 1.70029 1.1 -1.5 0.6 -0.29
N 4.75457 -7.39607 0.84350 -0.3 0.0 -0.8 -0.72
C 4.08313 -6.49172 0.10685 1.4 0.5 -0.2 -0.46
C 2.77459 -6.12966 0.26897 0.3 -0.5 0.8 -0.15
H -1.38275 -5.22827 -0.42069 -0.3 -0.2 -0.6 0.44
H -1.73384 -2.72665 -0.55623 0.2 -0.4 0.3 0.30
H 1.26638 -2.10282 2.14606 -0.3 -0.3 0.5 0.52
H 1.56740 -4.48747 2.62123 0.0 0.2 -0.2 0.35
H 2.08704 -8.47856 2.68442 0.9 0.7 -1.2 0.25
H 4.49212 -8.88047 2.20670 0.2 0.1 0.3 0.33
H 4.71700 -6.02680 -0.65673 -0.4 0.2 0.2 0.43
H 2.42116 -5.25036 -0.23752 -0.6 -0.1 -0.2 0.45
N -0.87257 2.26027 -1.36782 0.5 -2.7 -1.1 0.41
C -1.66880 3.34172 -1.26502 -0.9 1.5 0.8 0.92
C -2.68615 3.50226 -0.22756 0.6 -1.1 0.0 -0.47
C -3.24992 4.74334 -0.02158 -0.3 0.8 -0.6 -0.70
C -3.01937 5.78689 -0.94472 0.1 -0.1 0.3 -0.63
C -2.17872 5.61839 -2.04361 0.6 0.4 0.5 -0.69
C -1.42369 4.45059 -2.10791 0.1 0.4 -1.0 0.11
H -2.99957 2.61451 0.40972 0.7 1.3 -0.9 0.21
H -3.94087 4.95091 0.81689 0.5 -0.4 -0.5 0.38
H -3.35384 6.78330 -0.72083 -0.6 0.2 0.0 0.31
H -1.99943 6.48596 -2.73018 -0.1 -1.0 0.6 0.29
H -0.59555 4.37310 -2.86472 -1.0 0.1 0.8 0.07
O 1.86058 1.22492 -0.67286 -0.2 -2.1 1.4 -0.29
C 2.30753 0.20733 -0.00863 0.1 1.0 0.3 0.62
O 1.77407 -0.26484 1.04360 -0.2 1.2 -1.3 -0.57
C 3.56575 -0.43426 -0.51614 0.5 0.6 -0.3 0.43
C 3.94391 -1.69659 -0.07624 0.4 -0.4 -0.3 -0.44
C 5.00786 -2.39037 -0.64694 0.9 -0.6 -1.8 -0.42
C 5.68367 -1.76562 -1.72323 0.2 -0.9 1.0 -0.46
C 5.37229 -0.46559 -2.06447 0.9 0.4 -0.3 -0.66
C 4.36581 0.24376 -1.45278 -0.5 -0.7 0.4 -0.47
H 3.38269 -2.13806 0.70270 -0.7 -0.5 0.7 0.49
H 5.32808 -3.47385 -0.50008 -0.9 1.6 0.6 0.22
H 6.53574 -2.28919 -2.19300 -0.6 0.4 0.1 0.34
H 5.99947 0.05386 -2.77533 0.0 0.0 -0.2 0.37
H 4.24254 1.28888 -1.69544 -0.5 0.0 0.0 0.43

No. 2
110
Properties=species:S:1:pos:R:3:forces:R:3:mulliken_charge:R:1 method="wB97M-V/def2-TZVPD" largest_force_ha_per_bohr=0.01656 total_charge=-1 e_lumo_ha=0.0776 relative_energy_kcal_mol=0.0 total_energy_ev=-137875.9178
La 0.70659 -0.57671 0.17920 0.2 0.8 0.3 1.82
S 1.95627 2.21355 0.10697 0.2 -0.1 -0.1 -0.15
C 2.97868 2.39088 1.50937 -0.1 0.0 0.1 0.50
C 3.96095 3.40364 1.48197 0.0 0.0 0.0 -0.74
C 4.86845 3.58824 2.50354 0.0 0.0 0.0 -0.57
C 4.84542 2.77008 3.63168 0.0 0.0 0.0 -0.84
C 3.87934 1.78700 3.70670 -0.1 0.1 0.0 -0.60
C 2.94189 1.60852 2.68310 0.1 0.1 0.1 -0.60
S 1.81139 0.26060 2.93553 0.0 0.0 -0.3 0.20
C 0.39585 1.01566 3.79528 0.0 -0.1 0.0 -1.02
C -0.83320 1.35390 2.97971 0.1 0.0 0.0 0.51
C -2.07994 1.45290 3.59509 0.0 0.0 0.0 -0.73
C -3.15571 1.88471 2.84316 0.0 0.0 0.0 -0.99
C -2.94818 2.28984 1.53262 0.0 0.1 0.0 -0.60
C -1.67399 2.18370 1.00283 0.0 0.1 0.0 0.18
C -1.33394 2.73965 -0.35655 -0.2 0.0 -0.2 -1.14
S -1.25002 1.41485 -1.60887 0.4 -0.3 0.4 0.10
C -0.02245 2.00507 -2.74483 -0.1 0.2 -0.1 0.27
C -0.10620 3.30599 -3.24060 0.0 -0.1 0.1 -0.52
C 0.81269 3.76872 -4.16549 0.0 0.0 0.0 -0.89
C 1.80733 2.90309 -4.60969 0.0 0.0 0.0 -0.61
C 1.87383 1.60408 -4.13636 0.0 0.0 0.0 -0.88
C 0.96115 1.10822 -3.19230 0.0 0.0 0.0 0.22
S 1.06440 -0.57062 -2.68441 -0.1 0.0 -0.2 -0.11
N -0.66536 1.65074 1.69977 -0.1 -0.2 -0.1 0.43
H 4.00167 4.02614 0.59727 0.0 0.0 0.0 0.46
H 5.61889 4.36561 2.41482 0.0 0.0 0.0 0.34
H 5.57633 2.88536 4.42196 0.0 0.0 0.0 0.37
H 3.83891 1.12582 4.56514 0.0 0.0 0.0 0.44
H 0.77846 1.93234 4.24677 0.0 0.0 0.0 0.84
H 0.13368 0.33005 4.60039 0.0 0.0 0.0 0.09
H -2.19665 1.19382 4.63985 0.0 0.0 0.0 0.47
H -4.14525 1.93256 3.28038 0.0 0.0 0.0 0.41
H -3.75696 2.69010 0.93340 0.0 0.0 0.0 0.42
H -0.33719 3.17960 -0.31580 0.0 0.1 0.1 0.37
H -2.07462 3.48265 -0.65003 0.0 0.0 0.0 0.65
H -0.89604 3.95918 -2.88479 0.0 0.0 0.0 0.39
H 0.75930 4.78717 -4.52959 0.0 0.0 0.0 0.37
H 2.54058 3.24567 -5.33040 0.0 0.0 0.0 0.32
H 2.65552 0.93617 -4.47634 0.0 0.0 0.0 0.49
C -2.73981 -2.54996 5.49410 0.0 0.0 0.0 -1.57
C -1.54343 -1.67220 5.11884 0.0 -0.1 0.0 -0.05
C -0.23971 -2.43935 5.00706 0.0 0.0 0.0 1.32
C 0.30415 -2.92774 6.19260 0.0 0.0 0.0 -0.90
C 1.48427 -3.64606 6.20098 0.0 0.0 0.0 -1.34
C 2.14818 -3.85475 5.00364 0.0 0.0 0.0 -0.63
C 1.66604 -3.35102 3.80083 0.0 0.0 0.0 0.55
C 2.47822 -3.61089 2.55082 0.0 0.1 0.1 0.68
C 3.92970 -3.14596 2.68962 0.0 0.0 0.0 -1.08
C 0.44523 -2.65426 3.79329 0.0 -0.1 -0.1 -1.05
N -0.10942 -2.16667 2.56999 0.1 0.1 0.0 1.31
C -1.31064 -2.58259 2.33388 0.0 0.0 0.0 -0.80
C -2.20353 -2.07694 1.35879 0.0 0.0 0.1 -0.39
C -3.53118 -2.49723 1.21184 0.0 0.0 0.0 -1.26
C -4.09075 -1.67156 0.24093 0.1 0.0 0.0 -1.67
C -3.06238 -0.80498 -0.15108 -0.1 0.0 0.0 -0.15
N -1.91515 -1.02836 0.51380 -0.1 -0.1 0.1 1.99
H -3.64156 -1.94444 5.61483 0.0 0.0 0.0 0.43
H -2.55721 -3.08089 6.43041 0.0 0.0 0.0 0.39
H -2.93968 -3.29556 4.72256 0.0 0.0 0.0 0.28
H -1.42030 -0.91333 5.89887 0.0 0.0 0.0 0.74
H -1.76453 -1.14323 4.19527 0.0 0.0 0.0 -0.50
H -0.21863 -2.73361 7.12437 0.0 0.0 0.0 0.46
H 1.88768 -4.03475 7.12825 0.0 0.0 0.0 0.38
H 3.07025 -4.42492 4.99824 0.0 0.0 0.0 0.43
H 2.00849 -3.13431 1.69176 0.0 0.0 0.0 -0.66
H 2.46732 -4.68622 2.34602 -0.1 0.0 0.0 0.50
H 3.98445 -2.06331 2.80866 0.0 0.0 0.0 0.16
H 4.50570 -3.40899 1.80178 0.0 0.0 0.0 0.19
H 4.41232 -3.61488 3.54935 0.0 0.0 0.0 0.45
H -1.72568 -3.37917 2.95944 0.0 0.0 0.0 0.55
H -4.00664 -3.29423 1.76712 0.0 0.0 0.0 0.55
H -5.09995 -1.69370 -0.14389 0.0 0.0 0.0 0.43
H -3.13491 -0.02547 -0.89346 0.0 0.0 0.0 0.39
F 6.20902 -5.57354 -1.63064 0.0 0.0 0.0 -0.35
C 5.69142 -4.39943 -1.23069 0.0 -0.1 0.0 0.51
C 4.32695 -4.19521 -1.22542 -0.1 0.0 0.0 -0.19
F 3.50429 -5.18750 -1.61434 0.0 0.0 0.0 -0.31
C 3.82474 -2.98024 -0.81181 -0.1 0.0 0.0 -0.45
F 2.48400 -2.82996 -0.79419 -0.1 -0.2 -0.1 0.06
C 4.60307 -1.91922 -0.36475 0.0 0.0 0.0 0.06
S 3.89986 -0.44830 0.20403 -0.2 -0.1 0.0 -0.24
C 5.97873 -2.16519 -0.39954 0.1 0.1 0.0 0.52
F 6.83784 -1.22045 0.00450 0.0 0.0 0.0 -0.36
C 6.51376 -3.36957 -0.81582 0.1 0.1 0.0 0.17
F 7.84409 -3.55728 -0.81530 0.0 0.0 0.0 -0.34
C -0.72919 -1.59406 -5.55679 -0.1 0.0 -0.1 -0.63
N -1.97042 -1.07204 -5.03570 0.2 0.0 0.2 0.22
C -2.39777 0.29036 -5.32338 0.0 -0.1 0.0 -0.26
C -3.59199 0.48977 -4.37711 0.0 -0.2 0.0 -0.26
N -3.82775 -0.86788 -3.88480 0.0 0.1 0.1 -0.26
C -2.78020 -1.70046 -4.16956 0.0 0.1 -0.1 0.15
S -2.62174 -3.24267 -3.54968 0.0 0.1 -0.1 -0.40
H -0.85555 -1.96502 -6.57903 0.0 0.0 0.0 0.27
H -0.38904 -2.40119 -4.91598 0.0 0.0 0.0 -0.08
H 0.02371 -0.80655 -5.54144 0.0 0.0 0.0 0.28
H -2.69346 0.38331 -6.37175 0.0 0.0 0.0 0.36
H -1.58414 0.99342 -5.13068 0.0 0.0 0.0 0.04
H -4.46583 0.87067 -4.90326 0.0 0.0 0.0 0.33
H -3.34237 1.16939 -3.56507 0.0 0.0 0.1 0.01
H -4.26812 -1.02364 -2.99220 0.0 0.0 0.0 0.29
C 0.39736 -5.24172 -3.16815 0.0 0.0 0.1 -0.48
C -0.36554 -5.27904 -1.83834 0.1 0.1 0.0 -0.85
C -0.21892 -4.02416 -1.09565 -0.2 -0.2 -0.1 -0.35
N -0.08266 -3.04911 -0.51292 0.1 -0.2 -0.1 0.52
H 0.33970 -6.21983 -3.64536 0.0 0.0 0.0 0.39
H 1.44340 -4.99079 -3.00678 0.0 0.0 0.0 0.18
H -0.05151 -4.50003 -3.82592 0.0 0.0 0.0 -0.15
H 0.00880 -6.07910 -1.19736 0.0 0.0 0.0 0.39
H -1.43025 -5.44293 -2.00529 0.0 0.0 0.0 0.36